1.
Computed, not measured: a cluster of 2 separate species, C4H13N4O in total, with ωB97M-V with the def2-TZVPD basis set.

```
! RIJCOSX wB97M-V def2-TZVPD def2/J DEFGRID3
* xyz 1 1
C 0.11869 -1.57241 2.90785
C 0.43425 -1.67104 0.45031
N 1.24260 -1.93829 -0.57598
N 0.79166 -2.01848 1.67744
N -0.72105 -1.07904 0.20524
H 2.21834 -2.17212 -0.54234
H 0.93969 -1.63807 -1.49015
H 1.70601 -2.41038 1.84621
H -1.43835 -1.04444 0.91344
H -0.90984 -0.76766 -0.74643
H 0.30237 -2.31655 3.67940
H -0.96688 -1.60101 2.79897
H 0.52149 -0.61453 3.24535
C 0.62395 2.46669 -1.73716
C -0.70623 1.78123 -1.69227
O -0.81977 0.59468 -2.00262
N -1.76678 2.49222 -1.26985
H 1.36925 1.72176 -1.97576
H 0.83814 2.93362 -0.78319
H -2.68272 2.10090 -1.43008
H -1.72849 3.46792 -1.03551
H 0.63368 3.28499 -2.44287
*
```

Computed properties:
HOMO-LUMO gap	0.4008	Ha
relative energy (zero: lowest compared OMol25 entry of this formula, charge and spin)	7.97	kcal per mole

2.
Computed, not measured: a structure of composition C28H32N3O3RbS3, with ωB97M-V with the def2-TZVPD basis set.

```
! RIJCOSX wB97M-V def2-TZVPD def2/J DEFGRID3
* xyz -2 1
Rb -0.53862 0.42556 0.77088
C -4.84754 -4.60635 4.32269
C -4.11848 -5.04898 3.05222
C -2.89100 -5.87498 3.46147
C -5.06510 -5.92414 2.21672
C -3.66797 -3.85540 2.21600
C -3.84721 -2.54479 2.61727
C -3.36525 -1.51512 1.81747
N -2.71409 -1.70048 0.67060
C -2.53175 -2.96521 0.28237
C -2.99200 -4.05030 1.00891
C -1.74738 -3.14828 -0.96059
C -2.14180 -4.04713 -1.94256
C -1.39655 -4.19027 -3.10789
C -0.26304 -3.39846 -3.22708
C 0.05976 -2.51580 -2.20111
N -0.65648 -2.38833 -1.09116
C -1.85805 -5.16501 -4.18901
C -0.90405 -5.19035 -5.38464
C -1.93551 -6.58025 -3.60030
C -3.24712 -4.74026 -4.68548
H -5.14506 -5.48548 4.90006
H -5.74578 -4.03367 4.08416
H -4.20309 -3.98411 4.94570
H -3.19889 -6.72839 4.07236
H -2.20051 -5.26053 4.04230
H -2.35777 -6.25359 2.58711
H -5.39363 -6.79264 2.79657
H -4.57441 -6.28772 1.31166
H -5.94915 -5.35609 1.91767
H -4.29101 -2.26126 3.56032
H -3.46122 -0.48643 2.15568
H -2.76961 -5.04749 0.64176
H -3.05369 -4.61202 -1.78095
H 0.36858 -3.42955 -4.10313
H 0.92125 -1.85812 -2.28758
H 0.09758 -5.50469 -5.08398
H -0.83232 -4.20784 -5.85435
H -1.27227 -5.89739 -6.13160
H -0.95281 -6.89208 -3.23911
H -2.26852 -7.29147 -4.36132
H -2.63375 -6.62493 -2.76299
H -3.20527 -3.73065 -5.09942
H -3.97665 -4.74076 -3.87427
H -3.59933 -5.42329 -5.46378
C 0.49541 3.34531 2.23521
C 1.50174 3.57051 1.14335
C 2.43031 4.63379 1.26968
C 3.36241 4.83159 0.29948
C 3.39801 3.97431 -0.82383
C 4.34791 4.15084 -1.84869
C 4.34170 3.29070 -2.91549
C 3.40798 2.24978 -2.98897
C 2.43855 2.01695 -2.00555
S 1.34614 0.70011 -2.19826
C 2.43102 2.92311 -0.87349
N 1.51086 2.75691 0.11326
H 0.47253 4.18239 2.93227
H 0.73118 2.45560 2.82493
H -0.51979 3.19378 1.86855
H 2.37837 5.27000 2.14462
H 4.08618 5.63823 0.36786
H 5.06364 4.96294 -1.76904
H 5.06498 3.40723 -3.71683
H 3.42543 1.58098 -3.83894
O -0.42128 0.11026 3.42757
S -1.59133 0.92269 3.85642
O -2.32340 1.30271 2.61627
O -1.18128 2.10224 4.62270
S -2.80924 -0.20103 5.01483
*
```

Computed properties:
HOMO-LUMO gap	0.1683	Ha
relative energy (zero: lowest compared OMol25 entry of this formula, charge and spin)	0.00	kcal per mole

3.
Computed, not measured: a structure of composition C36H31Br2O2PdS2, with ωB97M-V with the def2-TZVPD basis set.

```
! RIJCOSX wB97M-V def2-TZVPD def2/J DEFGRID3
* xyz 1 3
Pd -1.77407 0.65386 -2.39397
Br -2.61539 3.05749 -3.61770
C -3.01544 1.99135 -5.17549
Br -2.03497 0.33015 -5.12546
H -2.71458 2.54361 -6.05574
H -4.07338 1.76562 -5.16854
C -0.75023 -5.72831 1.52470
C -0.61068 -4.58441 0.55764
C 0.44137 -4.54514 -0.35569
C 0.57304 -3.49495 -1.24853
C -0.36266 -2.47294 -1.22520
C -1.43097 -2.49733 -0.34352
C -1.54538 -3.55031 0.54682
S -0.17918 -1.15520 -2.40733
O -0.17967 -1.75692 -3.75600
C 1.46479 -0.55693 -2.03760
C 2.30111 -0.43965 -3.16771
C 3.52441 0.14055 -3.03603
C 3.94926 0.65469 -1.78665
C 5.20938 1.28340 -1.64225
C 5.60465 1.78213 -0.43636
C 4.75536 1.67748 0.68684
C 3.53588 1.07444 0.58048
C 3.09819 0.54360 -0.65886
C 1.82512 -0.08095 -0.79957
C 0.96231 -0.26349 0.41938
C 1.31064 -1.31088 1.32884
C 2.44204 -2.13920 1.12094
C 2.75349 -3.12776 2.00933
C 1.94608 -3.35318 3.14386
C 0.84736 -2.57565 3.36726
C 0.50555 -1.53319 2.47243
C -0.61934 -0.70563 2.70470
C -0.92802 0.31022 1.85455
C -0.12059 0.54003 0.71549
S -0.63383 1.76748 -0.49777
O 0.54764 2.38250 -1.12258
C -1.47620 2.94263 0.51248
C -0.75084 3.87037 1.23984
C -1.44149 4.80358 1.99494
C -2.83559 4.81974 2.02355
C -3.58158 5.82758 2.85316
C -3.53767 3.88178 1.26486
C -2.86499 2.94572 0.49712
H 0.17021 -6.30640 1.58620
H -1.55140 -6.39821 1.20732
H -0.99719 -5.36768 2.52352
H 1.17252 -5.34383 -0.36094
H 1.39528 -3.46658 -1.95399
H -2.15485 -1.69130 -0.34697
H -2.37203 -3.56956 1.24727
H 1.95848 -0.83314 -4.11589
H 4.18371 0.21885 -3.89148
H 5.85265 1.36374 -2.50982
H 6.56887 2.26235 -0.33555
H 5.07658 2.07931 1.63882
H 2.89449 1.00420 1.44945
H 3.06839 -1.97953 0.25377
H 3.62776 -3.74347 1.84260
H 2.20375 -4.14085 3.83991
H 0.22584 -2.73563 4.24031
H -1.22766 -0.88434 3.58302
H -1.77546 0.95043 2.05348
H 0.33196 3.86624 1.20190
H -0.89013 5.53771 2.56878
H -2.91300 6.58668 3.25404
H -4.07891 5.33731 3.69162
H -4.35112 6.32232 2.26055
H -4.62064 3.89431 1.26708
H -3.40749 2.22414 -0.10492
C -3.75001 -0.14809 -1.90350
H -3.85405 -1.07684 -2.45850
H -4.44441 0.61408 -2.25744
H -3.86306 -0.29420 -0.83128
*
```

Computed properties:
expectation value of S²	2.0080
HOMO-LUMO gap (alpha / beta)	0.2916 / 0.2408	Ha
relative energy (zero: lowest compared OMol25 entry of this formula, charge and spin)	0.00	kcal per mole

4.
Computed, not measured: a structure of composition C16H13Cl5O2SSeSiV, with ωB97M-V with the def2-TZVPD basis set.

```
! RIJCOSX wB97M-V def2-TZVPD def2/J DEFGRID3
* xyz 0 2
V -1.50146 -0.38058 0.09762
O -4.16156 -2.20068 0.62902
C -3.76656 -1.23838 0.00912
O -2.66496 -1.25648 -0.67728
C -4.49106 0.06932 0.01622
C -5.84406 0.01262 0.36162
C -6.59096 1.16382 0.50092
C -5.99046 2.40052 0.29642
C -4.66416 2.47492 -0.07868
C -3.89336 1.31852 -0.22468
S -2.21496 1.56592 -0.68738
H -6.28156 -0.95908 0.53982
H -7.63086 1.10122 0.78412
H -6.56196 3.30452 0.44962
H -4.18766 3.42852 -0.25428
Cl -1.09566 0.16082 1.96892
C 1.37354 -1.38288 0.18502
C 0.27304 -0.93748 -0.56698
C 0.21864 -1.35758 -1.89758
Cl -0.98106 -0.64918 -2.90178
C 1.10784 -2.27538 -2.44528
Cl 0.99854 -2.73838 -4.08958
C 2.09524 -2.82518 -1.62698
Cl 3.17204 -3.99988 -2.25408
C 2.23374 -2.35728 -0.32388
Cl 3.49684 -2.97088 0.65452
C 3.62644 2.30372 1.72232
Si 3.82904 0.55562 0.97662
C 3.69614 0.52972 -0.92398
C 5.44594 -0.32938 1.49272
Se 1.87454 -0.54128 1.82352
H 4.51874 2.91242 1.61272
H 3.39434 2.24002 2.78292
H 2.80494 2.82532 1.23722
H 4.52314 1.06342 -1.37768
H 2.76504 0.96902 -1.27358
H 3.73684 -0.49228 -1.28858
H 6.24374 0.39692 1.61192
H 5.75044 -1.02588 0.71552
H 5.34344 -0.87868 2.42392
*
```

Computed properties:
expectation value of S²	0.7661
HOMO-LUMO gap (alpha / beta)	0.2666 / 0.2733	Ha
relative energy (zero: lowest compared OMol25 entry of this formula, charge and spin)	34.33	kcal per mole